*a*
A 2-piece molecular cluster, C5H14NP overall, computed with wB97M-V/def2-TZVPD.

```
21
Properties=species:S:1:pos:R:3
P 1.51268 -0.80784 -2.35274
N 0.57112 0.33016 -2.86783
C -0.79677 0.91981 0.89832
C -2.29646 -0.96507 1.42656
C 1.83240 -0.51122 -0.58951
C -0.07582 2.22297 1.25923
C -1.68107 0.30016 1.72665
H 1.00569 1.87784 1.44495
H -1.95833 -1.32545 0.53019
H -0.44412 0.52461 -0.02478
H -0.49395 2.48666 2.22697
H 0.40930 0.12257 -3.82649
H 0.91690 -2.05105 -2.15279
H -0.15136 2.99178 0.51948
H 1.77100 0.49723 -0.48670
H -2.25516 -1.48795 2.25497
H 2.71315 -1.35603 -2.82130
H -2.04033 0.85169 2.56126
H 0.92116 -0.82464 -0.16045
H -3.45197 -0.83883 1.31176
H 2.87832 -0.87013 -0.14647
```

## Properties
Gap between HOMO and LUMO, eV: 9.813
SMILES: C[PH2]=N.C/C=C/C

*b*
One molecule with the formula C5H14NP, computed with wB97M-V/def2-TZVPD.

```
21
Properties=species:S:1:pos:R:3
P -0.23073 -0.09013 -0.79221
N 0.89702 0.43328 0.59155
C 2.12650 -0.41596 0.57871
C 0.35952 -0.83052 -2.18081
C 0.22432 0.48084 1.89841
C -1.23131 1.51709 -1.18062
C -1.65715 -1.24865 -0.09566
H 0.93467 -0.17967 -2.82245
H 2.75298 0.19294 1.25725
H -0.27101 -0.35559 2.34594
H 0.98181 0.88110 2.55700
H 2.16612 -1.43181 0.87800
H -0.53099 2.30838 -1.38059
H 2.69696 -0.41530 -0.35755
H -0.68489 1.24439 1.70510
H -2.49707 -1.14769 -0.69351
H -1.87218 -1.03432 0.86710
H -1.38599 -2.16724 -0.31631
H 0.25288 -1.82746 -2.14275
H -1.96819 1.67301 -0.43583
H -1.71202 1.25794 -2.08198
```

## Properties
Gap between HOMO and LUMO, eV: 8.166
SMILES: C=P(C)(C)N(C)C

Least stable: *a*

*a*
A 2-piece molecular cluster, C5H9FSi overall, computed with wB97M-V/def2-TZVPD.

```
16
Properties=species:S:1:pos:R:3
Si 0.96260 -0.07237 1.45468
F 2.40267 0.46706 1.91289
C 1.71690 -0.33063 -1.30156
C 1.49322 -0.89430 -0.16128
C -1.69490 -0.63699 -1.51793
C -2.61701 -0.05284 -1.92850
C -0.40245 1.33897 1.40136
H 1.52824 0.64269 -1.60564
H 0.66656 -1.39612 2.13017
H -1.07151 -1.31033 -0.91129
H -1.35481 1.43771 0.87097
H -0.62652 1.73886 2.45450
H 0.08355 2.19709 0.85088
H 1.95133 -1.06666 -2.10740
H -3.41754 0.40504 -2.52633
H 1.57227 -1.96209 -0.03358
```

## Properties
Gap between HOMO and LUMO, eV: 11.252
SMILES: C=C[Si@H](C)F.C#C

*b*
A 2-piece molecular cluster, C5H9FSi overall, computed with wB97M-V/def2-TZVPD.

```
16
Properties=species:S:1:pos:R:3
Si -1.93590 0.13084 -0.36877
F -3.18959 -0.73501 0.15997
C 0.27212 1.69449 0.54622
C 0.68723 -2.33657 -0.41321
C 0.52185 2.32652 -0.60188
C 1.33466 -1.61768 0.47951
C -0.83679 0.82302 0.82207
H 2.01429 -0.83318 0.19415
H -2.12861 0.09340 -1.79910
H 0.81357 -2.18265 -1.47270
H 0.94896 1.84312 1.37568
H -0.94606 0.49973 1.84854
H 0.00754 -3.12495 -0.13460
H 1.20367 -1.77700 1.53618
H 1.37193 2.96919 -0.72522
H -0.13886 2.22672 -1.44685
```

## Properties
Gap between HOMO and LUMO, eV: 7.540
SMILES: C=C/C=[SiH]/F.C=C

Least stable: *a*

*a*
A 2-piece molecular cluster, CHNO3S overall, computed with wB97M-V/def2-TZVPD.

```
7
Properties=species:S:1:pos:R:3
S 1.70580 -0.39141 0.00430
O 2.50634 0.78702 -0.13841
O 1.08648 -0.86399 -1.20413
O -1.47066 1.70064 0.78262
N -1.25325 -0.59611 0.41648
C -1.37424 0.58934 0.49522
H -1.20046 -1.22550 -0.35607
```

## Properties
Gap between HOMO and LUMO, eV: 10.067

*b*
A 2-piece molecular cluster, CHNO3S overall, computed with wB97M-V/def2-TZVPD.

```
7
Properties=species:S:1:pos:R:3
S -1.39843 -0.74373 -0.58538
O -1.97254 0.51211 -0.98358
O -1.35859 -1.13090 0.77654
O -0.88571 -1.59720 -1.59591
N 1.26521 0.78505 -0.12999
C 1.90522 1.00689 0.80213
H 2.44484 1.16778 1.71619
```

## Properties
Gap between HOMO and LUMO, eV: 11.803
SMILES: O=S(=O)=O.C#N

Least stable: *b*

*a*
C17H25AsN4O2PTl as an isolated structure, computed with wB97M-V/def2-TZVPD.

```
51
Properties=species:S:1:pos:R:3
Tl -0.83489 0.72968 -0.26740
As 0.28847 2.20462 2.52861
P -0.68722 -2.42777 0.20333
O -0.24569 2.77557 -1.83714
O 1.37088 -1.07093 -3.59602
N -2.43151 -3.02327 2.33046
N 0.50422 0.70050 -2.39985
N -3.42769 -3.08847 0.11321
N -1.94901 -4.86837 0.83250
C -2.41599 -2.31342 -0.56756
C 0.31885 2.01468 -2.63696
C 1.45578 3.53543 -5.94339
C 1.93362 2.35587 -6.49328
C -1.26872 -2.23263 1.99279
C 1.33268 1.17713 -4.52281
C 0.85833 2.36728 -3.97323
C -0.73357 -4.31664 0.27059
C -2.16879 -4.44766 2.20579
C 0.62659 3.27988 4.16356
C 1.09729 0.10410 -3.48857
C 1.88992 1.15752 -5.78365
C -3.57613 -2.68047 1.50270
C 2.17306 1.85038 2.08584
C -3.12477 -4.51003 0.05943
C 0.92318 3.56064 -4.65888
C 0.01245 3.73661 1.32007
H -0.28052 3.79706 4.47418
H 0.94620 2.63717 4.98205
H -2.75031 -1.26539 -0.59666
H -4.45319 -3.19224 1.91021
H 0.63548 4.57799 1.62207
H -1.29450 -4.70333 2.80930
H 0.57225 4.47504 -4.20618
H 0.11392 -4.66714 0.86831
H 2.26811 0.24067 -6.21015
H 0.26377 3.46110 0.29576
H 2.63227 1.20956 2.83694
H 2.73352 2.78137 2.02773
H -2.97616 -4.79935 -0.98432
H -1.49139 -1.17614 2.19189
H 1.40316 4.02083 3.98311
H -2.33262 -2.66960 -1.60081
H 2.36316 2.37814 -7.48504
H 2.23145 1.34373 1.12208
H -3.98280 -5.05355 0.47006
H -1.03290 4.04637 1.33921
H -0.44296 -2.53641 2.64620
H 1.48438 4.44366 -6.53155
H -3.74122 -1.59870 1.54570
H -3.04470 -4.98544 2.58711
H -0.61492 -4.70285 -0.74723
```

## Properties
Gap between HOMO and LUMO, eV: 8.195

*b*
C17H25AsN4O2PTl as an isolated structure, computed with wB97M-V/def2-TZVPD.

```
51
Properties=species:S:1:pos:R:3
Tl -1.58697 0.71736 0.19234
As -1.57264 3.29133 -1.92495
P 1.03331 -0.75548 -1.59208
O 1.71503 -0.09647 2.91467
O -2.43386 1.66516 2.44597
N 1.39554 -3.25352 -0.36576
N -0.32272 0.81757 2.32281
N 2.30319 -3.05089 -2.62077
N -0.10722 -3.23876 -2.29522
C 2.48891 -3.58257 -1.27184
C -0.13904 0.66434 6.96676
C -1.40932 1.20879 6.82481
C -0.37191 -1.80670 -2.29210
C -1.94121 1.46201 5.56200
C 1.04004 -3.56350 -3.13773
C 0.14693 -3.73477 -0.94256
C -1.56742 1.90974 -3.32599
C 2.35595 -1.59640 -2.64460
C 0.11515 0.61181 4.60953
C 0.64375 0.35472 5.85482
C -1.40178 1.26290 3.00381
C 0.31416 3.78957 -2.12840
C -1.15617 1.15559 4.47209
C -2.37222 4.71169 -3.03411
C 0.64113 0.37860 3.21024
C 1.35464 -1.82576 -0.07946
H -1.85312 4.79224 -3.98878
H -2.93087 1.88143 5.43603
H -2.32798 5.67058 -2.52000
H 0.87008 -3.16703 -4.14126
H 0.59996 -1.61834 0.68391
H 1.11889 -4.65146 -3.20042
H 0.53326 4.68469 -1.54747
H -1.28840 -1.62359 -1.72755
H 2.25275 -1.25169 -3.67671
H -0.68244 -3.43841 -0.29612
H -1.99294 1.43748 7.70740
H 0.24893 0.47384 7.95935
H -1.37700 2.36486 -4.29825
H -2.51946 1.37999 -3.36918
H -0.55293 -1.47662 -3.31925
H -3.41795 4.46497 -3.21473
H 0.94228 2.97879 -1.75817
H 1.62974 -0.07603 5.97163
H 0.18424 -4.82590 -0.98421
H 3.33492 -1.27081 -2.28494
H 2.55234 -4.67060 -1.34944
H 0.55152 3.97557 -3.17607
H 3.42574 -3.20446 -0.85833
H -0.77946 1.18767 -3.11278
H 2.31264 -1.51351 0.34107
```

## Properties
Gap between HOMO and LUMO, eV: 8.189

Least stable: *a*